{
  "formula": "C20H36N6O2",
  "method": "the ωB97M-V functional and the def2-TZVPD basis",
  "symbols": ["C", "C", "C", "C", "C", "C", "C", "C", "C", "C", "N", "C", "N", "N", "C", "C", "C", "O", "O", "H", "H", "H", "H", "H", "H", "H", "H", "H", "H", "H", "H", "H", "H", "H", "H", "H", "H", "H", "H", "H", "H", "H", "H", "H", "H", "H", "C", "C", "N", "H", "H", "H", "C", "C", "N", "H", "H", "H", "C", "C", "N", "H", "H", "H"],
  "xyz": [[2.080784, 0.708403, -0.071764], [2.000319, -0.683682, -0.728647], [1.346990, -0.553606, -2.104227], [1.295460, -1.671457, 0.237807], [-0.154033, -1.938235, -0.150836], [-1.029706, -2.594465, 0.901618], [-2.531086, -2.343733, 0.636410], [-3.070644, -2.231592, -0.813600], [-3.760933, -0.907327, -1.164051], [-2.819519, 0.249546, -1.561209], [-3.018044, 1.539978, -0.882617], [-2.489409, 1.593657, 0.440900], [-1.295002, 1.886897, 0.765844], [-3.439792, 1.355654, 1.410027], [-0.681750, -4.069982, 1.219019], [0.170628, -3.983964, 2.478230], [-0.441618, -2.788440, 3.145439], [-0.651123, -2.586215, 4.296492], [-0.765710, -1.892919, 2.182516], [3.051770, 0.869827, 0.401740], [1.311298, 0.811026, 0.700777], [1.962837, 1.508645, -0.806772], [3.016470, -1.054583, -0.893168], [1.316653, -1.492000, -2.665222], [1.937265, 0.152059, -2.696872], [0.339340, -0.133824, -2.035319], [1.859541, -2.608056, 0.317965], [1.293273, -1.217179, 1.231567], [-0.628705, -0.992907, -0.410964], [-0.175013, -2.550479, -1.058664], [-2.777016, -1.442258, 1.206303], [-3.084756, -3.163299, 1.101646], [-3.821318, -3.019746, -0.919737], [-2.308443, -2.443289, -1.568851], [-4.413764, -1.081941, -2.023852], [-4.424700, -0.633197, -0.339016], [-2.987135, 0.454870, -2.619224], [-1.770529, -0.054184, -1.477181], [-2.507293, 2.240540, -1.413137], [-0.728171, 2.003989, -0.072959], [-4.319367, 1.014649, 1.059714], [-3.103760, 0.876999, 2.233174], [-1.606472, -4.599288, 1.464833], [-0.224996, -4.603074, 0.383733], [1.206129, -3.715849, 2.243749], [0.176445, -4.870606, 3.107281], [5.493160, 2.818247, 1.205993], [5.205493, 2.437164, -0.168681], [4.863517, 2.084023, -1.204733], [6.318619, 2.225099, 1.596126], [5.742456, 3.875579, 1.266726], [4.601219, 2.644711, 1.807483], [0.795555, 2.609713, 2.624345], [1.911102, 3.529593, 2.428092], [2.785492, 4.254408, 2.258175], [-0.134006, 3.168322, 2.715126], [0.719690, 1.931461, 1.776114], [0.947977, 2.025849, 3.530077], [1.119820, 3.237167, -4.212141], [-0.157570, 2.773383, -3.686354], [-1.149502, 2.394467, -3.251043], [1.493184, 4.059769, -3.604809], [1.844741, 2.425089, -4.186579], [0.998215, 3.577554, -5.238834]],
  "forces_ev_per_angstrom": [[0.07, -0.08, 0.02], [0.05, 0.07, 0.12], [0.17, 0.13, -0.19], [-0.01, -0.03, 0.01], [0.12, -0.08, -0.12], [0.16, 0.35, 0.23], [-0.09, -0.12, -0.05], [-0.03, -0.16, 0.04], [-0.01, 0.09, 0.02], [-0.08, 0.01, -0.21], [0.06, 0.24, 0.29], [-0.52, -0.14, -0.10], [-0.01, -0.10, -0.23], [0.11, -0.47, -0.03], [-0.20, -0.07, -0.09], [0.20, -0.22, -0.19], [0.08, 0.11, -0.41], [0.13, 0.18, 0.82], [-0.56, -0.40, -0.29], [-0.14, -0.06, 0.06], [0.12, -0.15, -0.45], [0.01, 0.01, 0.08], [-0.03, 0.12, 0.02], [-0.10, 0.01, 0.12], [0.00, -0.08, 0.00], [0.08, -0.10, -0.08], [-0.10, 0.03, -0.13], [0.12, -0.16, -0.01], [0.09, 0.02, 0.16], [-0.11, 0.05, 0.06], [0.00, -0.01, -0.21], [0.03, 0.17, 0.23], [0.08, 0.04, -0.15], [0.03, -0.01, 0.11], [-0.05, -0.07, 0.14], [0.09, 0.10, -0.06], [0.14, 0.04, 0.07], [-0.10, -0.08, -0.02], [-0.15, -0.17, -0.21], [-0.05, 0.01, -0.03], [0.01, 0.08, 0.00], [0.02, 0.24, 0.08], [0.07, -0.02, -0.05], [0.11, 0.19, 0.02], [-0.07, -0.07, 0.01], [-0.11, 0.07, 0.01], [0.13, 0.00, 0.08], [-0.26, -0.08, 0.16], [0.17, 0.05, -0.28], [0.02, 0.02, -0.03], [-0.03, -0.01, 0.00], [0.08, 0.06, -0.02], [0.25, 0.14, 0.19], [-0.09, -0.07, 0.07], [0.04, 0.03, -0.01], [0.05, -0.10, -0.11], [-0.14, 0.41, 0.44], [0.05, 0.00, 0.06], [0.03, 0.01, -0.03], [0.02, -0.06, 0.09], [0.07, 0.09, -0.04], [-0.01, -0.01, 0.01], [-0.01, 0.00, 0.01], [0.00, -0.01, 0.01]],
  "lowdin_charge": [-0.0754, -0.3764, -0.0820, -0.1431, -0.1361, -0.3866, -0.0894, -0.1771, -0.1743, -0.2125, 0.0128, -0.5480, 0.1387, 0.1391, -0.0822, -0.0620, -0.4950, 0.1421, 0.0298, 0.0600, 0.0342, 0.0725, 0.1273, 0.0838, 0.0703, 0.0529, 0.1147, 0.1092, 0.0854, 0.1271, 0.1108, 0.1124, 0.1060, 0.1073, 0.1054, 0.0962, 0.1018, 0.0720, 0.0600, 0.0500, 0.0782, 0.0950, 0.1179, 0.1265, 0.1221, 0.1266, -0.0797, -0.2871, 0.1305, 0.0813, 0.0823, 0.0432, -0.0848, -0.2598, 0.1274, 0.0763, 0.0041, 0.0895, -0.0528, -0.2402, 0.1681, 0.0893, 0.0790, 0.0851],
  "e_homo_ev": -9.082,
  "e_lumo_ev": 0.61,
  "smiles": "[H]/N=C(/N)NCCCC[C@]1(CCC(C)C)CCC(=O)O1.CC#N.CC#N.CC#N"
}

{
  "formula": "C20H36NOP2Zr",
  "method": "the ωB97M-V functional and the def2-TZVPD basis",
  "symbols": ["P", "P", "C", "C", "H", "H", "H", "H", "C", "H", "H", "H", "C", "H", "H", "H", "C", "H", "H", "H", "C", "H", "H", "H", "Zr", "C", "C", "C", "C", "C", "C", "C", "C", "C", "H", "H", "H", "H", "H", "H", "H", "H", "H", "H", "H", "H", "H", "H", "H", "O", "N", "C", "C", "C", "C", "C", "H", "H", "H", "H", "H"],
  "xyz": [[-4.851575, 1.436151, -1.947278], [-4.654180, 0.027307, 1.032200], [-6.177500, 0.268384, -1.294924], [-6.342535, 0.491296, 0.198479], [-5.832193, -0.752519, -1.529404], [-7.095574, 0.439198, -1.870687], [-6.601042, 1.531856, 0.462672], [-7.074716, -0.213252, 0.602638], [-5.327591, -1.605117, 1.519579], [-4.690664, -2.061737, 2.284687], [-5.420593, -2.260214, 0.648192], [-6.310669, -1.377822, 1.948878], [-4.523856, 0.603541, 2.767782], [-5.422856, 0.206851, 3.246799], [-4.456931, 1.689209, 2.897814], [-3.635209, 0.117900, 3.198349], [-4.730455, 0.542183, -3.531808], [-4.042614, 1.026051, -4.217431], [-5.691595, 0.471559, -4.043763], [-4.379471, -0.481031, -3.395025], [-5.967810, 2.796028, -2.441037], [-6.358627, 3.297160, -1.543866], [-6.814968, 2.434347, -3.042218], [-5.408782, 3.535025, -3.031269], [-3.547078, 2.001592, -0.040190], [-2.888387, -3.220638, 0.530103], [-3.502328, -4.259869, -0.070372], [-3.408961, -4.657391, -1.520309], [-2.009786, -4.532855, -2.128700], [-1.849421, -3.299054, -2.982303], [-1.950173, -2.021102, -2.635054], [-1.866922, -1.474258, -1.254650], [-1.735515, -2.396239, 0.022051], [-1.804147, 3.806069, -0.550849], [-3.167568, -3.004876, 1.564648], [-4.164156, -4.921223, 0.537142], [-4.144091, -4.158635, -2.187121], [-3.649796, -5.726462, -1.560517], [-1.257878, -4.556525, -1.356002], [-1.784357, -5.416683, -2.751159], [-1.841697, -3.569619, -4.030548], [-2.147905, -1.261421, -3.397169], [-2.800617, -0.884357, -1.152189], [-1.013167, -0.743768, -1.148697], [-0.801188, -2.991743, -0.029555], [-1.557450, -1.645323, 0.848733], [-2.027509, 4.675649, 0.101320], [-1.773650, 4.217672, -1.579603], [-0.761679, 3.506252, -0.309556], [-4.611820, 3.110975, 0.823710], [1.626963, 0.042780, 1.029831], [2.192273, -1.083913, 0.622553], [3.508618, -1.443351, 0.984180], [4.258472, -0.550840, 1.762942], [3.654059, 0.652215, 2.152895], [2.330395, 0.911865, 1.741338], [1.605643, -1.744979, -0.012655], [3.916232, -2.392495, 0.646226], [5.289591, -0.790497, 2.059037], [4.182792, 1.389053, 2.756645], [1.859523, 1.855681, 2.010160]],
  "forces_ev_per_angstrom": [[-5.02, -1.80, -4.62], [-2.90, -1.40, 1.34], [0.78, 0.12, 0.50], [0.43, 0.43, 0.77], [-0.06, 0.28, 0.20], [0.22, 0.11, 0.15], [-0.10, -0.49, -0.20], [0.01, 0.44, 0.04], [0.64, -0.92, -0.34], [-0.25, 0.02, -0.33], [0.00, -0.03, 0.35], [0.35, -0.03, -0.06], [-0.04, 0.54, -0.01], [0.19, 0.28, 0.26], [-0.09, -0.26, 0.05], [-0.26, 0.08, -0.08], [1.28, -0.23, -0.61], [0.14, 0.10, -0.13], [-0.18, 0.32, 0.43], [0.14, 0.04, 0.19], [0.16, 1.03, 0.21], [0.12, -0.06, -0.25], [0.44, -0.12, 0.18], [-0.21, -0.08, 0.14], [2.52, 3.22, 3.71], [-0.33, -1.17, -0.42], [-0.49, 0.62, 0.40], [0.17, -0.94, -0.12], [0.86, 0.05, -0.40], [-0.67, -0.43, -0.46], [0.29, -0.29, -0.06], [0.08, 0.22, 1.20], [0.35, 1.68, 0.26], [2.68, 3.05, -0.34], [0.44, -0.45, -0.26], [0.31, 0.88, -0.42], [0.23, -0.13, 0.62], [-0.21, 0.20, -0.01], [0.18, -0.13, 0.41], [-0.25, 0.45, 0.20], [-0.11, 0.44, -0.26], [0.57, -0.24, -0.03], [0.00, 0.20, 0.37], [-0.66, -0.57, -0.38], [-0.54, 0.33, -0.06], [0.17, -0.71, -0.75], [-0.91, -0.97, 0.16], [-0.81, -0.98, 0.04], [-0.77, -1.07, 0.08], [1.24, -1.67, -1.64], [-0.91, 0.44, -0.58], [1.32, -0.41, 0.54], [-0.47, 0.50, -0.07], [-0.38, 0.00, -0.03], [-0.41, -0.07, -0.33], [1.36, -0.41, 0.52], [0.00, 0.08, 0.15], [-0.01, 0.21, 0.07], [-0.58, 0.14, -0.15], [-0.08, -0.22, -0.19], [-0.03, -0.20, 0.02]],
  "lowdin_spin": [0.0035, 0.0274, 0.0006, -0.0022, 0.0000, 0.0002, 0.0000, -0.0002, 0.0092, 0.0002, 0.0000, 0.0012, 0.0026, 0.0009, 0.0000, 0.0000, -0.0001, 0.0000, 0.0000, 0.0000, -0.0001, 0.0000, 0.0000, 0.0000, 0.1241, 0.0001, 0.0001, 0.0001, 0.0002, 0.0014, 0.0004, 0.0010, 0.0001, 0.6949, 0.0000, 0.0000, 0.0000, 0.0000, 0.0000, 0.0000, 0.0001, 0.0000, 0.0006, 0.0002, 0.0000, 0.0001, 0.0404, 0.0401, 0.0467, 0.0057, 0.0002, 0.0000, 0.0000, 0.0000, 0.0000, 0.0000, 0.0000, 0.0000, 0.0000, 0.0000, 0.0000],
  "de_lowest_kj_mol": 68.68,
  "e_homo_ev": [-13.559, -13.559],
  "e_lumo_ev": [-8.51, -10.52],
  "multiplicity": 2,
  "total_charge": 2
}

In eV, the E values for the records above are, in order, -34359.183; -44698.802.
In eV/Å, the F_max values for the records above are, in order, 0.85; 7.05.